This record from OMol25 describes a molecular structure, C5H7NO. The level of theory is ωB97M-V/def2-TZVPD.

Last column: Mulliken charge in e.
Cartesian coordinates (Å):
H  -0.101  -1.851  0.151  0.2050
H  1.593  1.595  -0.890  0.2901
H  0.485  0.377  1.662  0.3722
C  0.437  0.346  0.570  -0.1074
N  0.391  -0.992  -0.069  -0.1322
C  -0.763  0.466  -0.278  -0.2410
C  1.327  -0.619  -1.067  0.3964
H  -2.044  -0.385  1.370  0.3756
H  2.633  0.574  0.172  0.2734
C  -2.059  0.154  0.409  -1.1065
H  -2.779  -0.326  -0.262  0.3207
O  1.689  -1.175  -2.056  -0.5358
C  1.656  0.674  -0.313  -0.4293
H  -2.464  1.162  0.599  0.3189

Cartesian forces, eV/Å:
H 0.06 0.24 -0.14
H -0.03 -0.12 0.07
H -0.07 0.06 -0.19
C -0.06 0.15 0.01
N -0.18 -0.40 -0.16
C -0.17 0.18 0.30
C 0.30 -0.15 -0.26
H 0.12 0.05 -0.05
H -0.17 -0.02 0.03
C -0.07 -0.05 -0.03
H 0.15 0.08 0.09
O -0.10 0.05 0.40
C 0.15 0.09 -0.08
H 0.05 -0.17 0.02

LUMO energy in eV: 0.89
Kohn-Sham gap in Ha: 0.3334
Relative energy (zero: lowest compared OMol25 entry of this formula, charge and spin) in kJ/mol: 400.9
E_tot in hartree: -324.57177
Total charge: 0


This record from OMol25 describes a single C6H5N3O2 molecule in a non-equilibrium geometry. The level of theory is ωB97M-V/def2-TZVPD.

Last column: Mulliken charge in e.
Cartesian coordinates (Å):
H  0.951  -2.492  0.200  0.2273
C  -1.813  -1.310  -0.131  -0.5042
C  -0.507  -0.911  0.007  0.3928
C  -0.230  0.457  0.015  0.3641
N  -2.591  0.983  0.078  -0.6113
N  0.748  -1.531  0.030  -0.0557
N  1.128  0.628  0.289  0.1025
H  -1.069  2.373  0.115  0.4108
C  -1.316  1.343  0.083  -0.3225
H  2.644  1.477  -0.275  0.3323
O  2.996  -0.721  -0.079  -0.6728
H  -3.799  -0.710  -0.085  0.3744
O  1.749  1.845  -0.233  -0.3748
C  -2.808  -0.331  -0.107  -0.2434
H  -2.143  -2.378  -0.249  0.2925
C  1.750  -0.551  0.134  0.2881

Cartesian forces, eV/Å:
H 0.08 -0.44 -0.08
C -1.00 -1.50 -0.20
C 1.32 0.53 -0.60
C -2.01 0.11 1.17
N 0.15 -0.96 -0.76
N -0.01 0.88 0.54
N -0.82 2.66 -1.08
H -0.12 1.00 0.22
C 1.28 -0.22 -0.13
H 0.72 0.35 -0.27
O -3.67 0.74 1.12
H -0.94 0.19 -0.21
O -0.64 -2.26 1.03
C 1.09 -0.01 0.86
H 0.62 1.20 0.22
C 3.95 -2.30 -1.82

LUMO energy in eV: 0.53
Kohn-Sham gap in Ha: 0.3549
Relative energy (zero: lowest compared OMol25 entry of this formula, charge and spin) in kJ/mol: 111.4
E_tot in hartree: -546.34578
SMILES string: O=c1[nH]c2ccncc2n1O
Total charge: 0


This record from OMol25 describes a molecular structure, C41H52BN5O6PbSe in a non-equilibrium geometry. The level of theory is ωB97M-V/def2-TZVPD.

Last column: Mulliken charge in e.
Cartesian coordinates (Å):
H  3.519  2.768  0.416  -0.2163
H  -3.638  5.795  0.060  0.4716
C  -5.760  0.012  1.099  2.0897
C  -6.425  1.079  1.976  -2.1974
C  -5.461  -1.213  1.975  -1.5859
C  5.945  1.097  -0.797  -0.2720
H  3.105  -4.278  -1.648  0.3924
O  3.525  1.287  -3.400  -0.7499
C  1.750  4.359  -2.844  -0.7371
H  -2.877  -3.026  -0.579  0.7357
H  -6.378  -1.555  2.450  0.5132
C  -1.856  -4.934  2.561  -1.6605
H  -7.672  -0.750  0.409  0.4496
H  1.416  2.696  3.029  0.4977
Pb  1.151  1.200  -2.139  1.3968
H  2.778  -5.170  0.775  0.4219
H  8.477  0.531  -3.657  0.4871
H  -1.954  4.961  1.828  0.4923
C  2.357  5.354  -0.995  -0.3005
C  2.787  -1.718  0.667  -0.9713
H  2.111  -1.513  1.497  0.1376
H  -6.953  0.457  -0.659  0.3809
C  -3.754  -0.319  -0.395  -0.1849
C  -3.032  2.412  -0.163  0.0425
H  2.558  4.165  1.432  -0.1700
H  1.496  4.070  -3.844  0.5243
H  -0.390  -6.607  0.948  0.3322
C  -2.705  0.187  -1.125  -0.2123
H  -6.320  -1.188  -0.632  0.3198
H  3.810  -1.669  1.031  0.6070
C  1.046  2.087  2.230  -0.7998
H  -3.057  3.656  2.254  0.3642
H  -4.199  4.686  -1.193  0.4155
H  -0.291  0.560  3.114  0.5378
C  -1.217  -4.047  0.328  -1.1168
H  -1.406  3.285  1.767  0.1349
O  10.369  0.885  -2.253  -0.6247
C  -1.530  4.408  -0.742  -2.2978
C  -2.337  1.589  -1.123  1.3409
H  -3.640  -5.204  -0.378  0.4297
H  -4.620  2.491  1.216  0.4048
H  3.054  -2.530  -1.926  0.2714
C  -4.071  1.854  0.544  -0.5525
H  2.480  -3.995  2.074  0.3947
H  -4.741  4.486  0.478  0.3183
H  -7.335  0.680  2.417  0.4524
C  0.438  -2.278  -1.164  1.5267
C  -1.008  -2.204  -1.176  -0.7257
N  2.133  4.063  -0.743  0.4753
C  -2.251  3.945  1.586  -1.5360
H  -4.009  -1.361  -0.492  0.4821
N  1.762  3.453  -1.867  -0.0491
O  3.318  0.663  -1.297  -0.3840
N  1.416  2.312  0.970  0.3310
Se  -1.565  -0.778  -2.299  0.3075
H  -1.332  5.440  -0.456  0.5622
H  -0.622  3.831  -0.598  0.4470
H  0.612  -4.721  1.179  0.5373
B  2.490  3.349  0.571  -0.1512
H  2.204  6.519  -2.873  0.4312
C  -4.494  0.521  0.430  -0.5906
H  6.012  0.505  -4.136  0.4898
O  9.949  1.206  -0.173  -0.6180
C  2.968  -4.154  1.114  -2.2781
C  -3.899  4.761  -0.149  -1.8695
H  -4.747  -0.959  2.754  0.3849
H  2.658  -0.951  -0.089  -0.1350
C  -6.737  -0.394  -0.017  -1.6573
C  2.122  5.596  -2.337  -1.0097
H  -0.443  -0.212  0.502  0.4696
H  -3.964  -4.204  1.053  0.1845
H  -6.698  1.956  1.393  0.4288
H  -1.445  -6.587  -0.460  0.3653
C  1.024  -3.179  -0.191  -0.1464
C  0.097  0.609  0.935  -0.7296
H  -2.448  -5.680  3.086  0.4976
C  -3.487  -5.113  0.694  -1.9203
C  0.184  -4.018  0.486  -0.5225
H  -5.765  1.377  2.789  0.4065
C  -1.419  -6.491  0.623  -1.7063
H  4.039  -4.050  1.270  0.4480
O  -1.461  1.974  -1.934  -0.9061
H  -0.823  -5.031  2.885  0.3133
C  3.311  -3.303  -1.210  -1.9346
C  -1.807  -3.082  -0.474  -0.0060
H  -2.001  -7.301  1.056  0.4750
C  7.298  1.138  -0.537  -0.5791
H  7.681  1.316  0.456  0.4838
H  -3.980  -5.953  1.175  0.4842
C  0.192  0.996  2.263  -1.2970
H  -2.213  -3.947  2.848  0.3204
C  7.747  0.698  -2.881  -0.5047
H  5.209  1.235  -0.018  0.2445
C  4.004  0.948  -2.311  0.2506
N  9.604  1.016  -1.320  1.0028
C  5.493  0.893  -2.099  0.4118
N  0.841  1.413  0.174  1.0788
C  -1.998  -5.130  1.044  2.1431
O  1.081  -1.550  -1.952  -0.9243
C  2.511  -3.114  0.085  2.4566
H  2.664  6.023  -0.215  0.4887
H  -5.060  -2.034  1.389  0.1279
H  4.376  -3.235  -1.001  0.4845
C  -2.679  3.866  0.109  2.0114
C  6.389  0.678  -3.139  -0.4246
H  -1.776  4.380  -1.800  0.3941
C  8.191  0.948  -1.587  -0.0481

Cartesian forces, eV/Å:
H 0.32 -0.13 0.00
H 0.01 0.13 0.03
C -0.19 -0.01 0.12
C 0.12 -0.15 -0.14
C 0.05 0.18 -0.12
C 0.00 -0.05 -0.24
H 0.02 -0.13 -0.07
O -0.01 0.06 -0.45
C 0.02 0.02 0.21
H -0.06 -0.10 -0.03
H -0.09 -0.05 0.04
C 0.02 0.00 -0.17
H -0.12 -0.04 0.09
H 0.09 0.21 0.10
Pb 0.62 -0.30 -0.83
H -0.04 -0.16 0.00
H 0.01 0.01 -0.07
H 0.05 0.18 0.04
C -0.12 0.20 -0.20
C -0.12 -0.09 -0.12
H -0.01 0.03 0.17
H -0.05 0.08 -0.10
C 0.75 -0.18 -0.57
C -0.13 0.48 0.02
H -0.06 0.25 0.29
H -0.10 -0.06 -0.24
H 0.11 -0.04 0.02
C -0.23 -0.61 0.02
H 0.01 -0.09 -0.10
H 0.16 0.05 0.03
C -0.24 -0.27 0.23
H -0.11 -0.03 0.12
H -0.08 0.03 -0.09
H -0.05 -0.08 0.15
C 0.11 -0.12 0.21
H 0.08 -0.03 0.04
O 0.19 -0.04 -0.21
C -0.01 -0.05 -0.03
C 0.16 -0.14 -0.22
H -0.09 0.02 -0.15
H 0.01 0.10 0.08
H 0.09 -0.05 -0.06
C -0.12 -0.04 0.00
H -0.05 -0.05 0.13
H -0.18 0.02 0.08
H -0.07 -0.08 0.02
C -0.11 0.19 -0.13
C -0.45 0.04 -0.07
N -0.09 0.56 0.17
C -0.04 0.02 -0.17
H -0.13 -0.04 -0.02
N 0.07 -0.18 -0.19
O -0.94 -0.03 0.62
N -0.18 0.26 0.54
Se -0.54 -0.39 -0.27
H -0.02 0.06 0.06
H 0.14 0.02 0.02
H 0.11 -0.07 0.10
B 0.42 -0.27 -0.23
H 0.04 0.18 -0.03
C -0.15 0.43 0.25
H -0.01 0.03 -0.07
O 0.20 0.04 0.26
C -0.17 0.14 -0.21
C 0.12 -0.21 0.05
H 0.11 -0.02 0.11
H 0.05 0.04 0.07
C 0.11 0.08 0.09
C -0.01 0.00 -0.02
H -0.16 -0.12 -0.11
H -0.11 0.15 -0.02
H -0.03 0.10 0.00
H 0.00 -0.08 -0.11
C 0.33 -0.34 0.18
C 0.03 0.08 0.13
H -0.06 -0.11 0.08
C 0.26 0.03 0.03
C 0.20 0.00 -0.05
H 0.02 0.10 0.08
C -0.04 0.14 0.02
H 0.09 0.03 -0.01
O -0.69 0.29 0.39
H 0.12 0.00 0.05
C -0.09 0.06 -0.03
C 0.02 0.51 -0.44
H -0.09 -0.08 0.08
C 0.39 0.00 -0.01
H -0.01 0.01 0.01
H -0.06 -0.09 0.07
C 0.06 0.06 -0.03
H -0.04 0.10 0.07
C 0.33 0.01 0.14
H 0.07 0.04 0.03
C 0.59 0.03 -0.45
N 0.56 0.00 0.13
C -0.01 0.04 0.16
N -0.15 -0.30 -0.13
C -0.14 -0.13 0.08
O 0.16 -0.49 0.42
C 0.23 0.01 0.14
H 0.07 0.05 0.18
H 0.09 -0.13 -0.05
H 0.14 -0.03 0.09
C 0.17 0.20 0.06
C -0.16 0.11 0.20
H 0.04 0.07 -0.05
C -1.36 -0.08 -0.24

LUMO energy (alpha / beta) in eV: -2.51 / -2.47
Kohn-Sham gap (alpha / beta) in Ha: 0.2123 / 0.2138
Relative energy (zero: lowest compared OMol25 entry of this formula, charge and spin) in kJ/mol: 0.0
E_tot in hartree: -4937.84573
Total charge: 0


This record from OMol25 describes a single C8H18OSi molecule in a non-equilibrium geometry. The level of theory is ωB97M-V/def2-TZVPD.

Last column: Mulliken charge in e.
Cartesian coordinates (Å):
H  -0.564  2.168  -1.030  0.3449
H  -0.011  -1.401  -1.534  0.3092
H  -2.275  -1.455  -2.276  0.4268
H  -2.737  -0.242  -0.968  0.3229
H  -0.436  -2.048  1.196  0.2967
C  -1.939  -0.646  -1.628  -1.5880
H  1.677  3.101  -0.683  0.3566
H  1.789  1.760  0.773  0.1585
C  -0.159  0.223  0.062  1.0594
H  -1.174  1.184  3.295  0.2474
O  1.220  -0.323  0.652  -0.1833
C  -0.997  -2.159  0.214  -1.4986
H  0.808  1.231  -1.793  0.3973
C  0.270  1.428  -0.831  -0.6940
C  -0.730  -1.041  -0.730  0.6840
H  -0.697  -3.113  -0.194  0.3614
H  2.320  -1.190  -1.307  -0.1694
Si  2.579  -1.030  0.092  0.2795
C  -1.052  0.588  1.198  -0.4479
H  2.784  -2.478  0.466  -0.1476
H  -1.676  0.130  -2.357  0.3653
H  0.383  3.014  0.591  0.3202
H  3.636  -0.220  0.621  -0.1645
H  0.548  0.931  2.551  0.3329
C  -0.529  0.873  2.377  -0.9906
C  1.134  2.399  0.012  -1.0165
H  -2.142  0.653  0.880  0.2319
H  -2.029  -2.337  0.347  0.4056

Cartesian forces, eV/Å:
H 0.19 -1.66 -0.40
H -0.07 0.76 1.32
H -0.22 -0.33 0.53
H 0.05 -0.44 -0.72
H -0.89 -0.08 -1.12
C 0.02 0.69 0.82
H -0.18 -0.80 1.03
H -0.99 1.95 -1.84
C 1.94 -2.01 -1.32
H 1.20 -0.73 -1.86
O -2.44 0.78 0.23
C 1.16 -0.91 1.33
H -0.66 -0.62 0.80
C -0.12 1.70 0.23
C 0.72 1.41 -2.25
H 0.53 -0.30 -0.27
H 0.55 0.27 -1.27
Si -1.48 -1.01 0.27
C -4.22 -2.32 -9.93
H -0.07 0.49 0.34
H 0.17 0.13 0.39
H 1.16 -0.48 -0.21
H 0.90 0.39 -0.05
H -0.56 0.10 -0.24
C 2.65 2.97 11.34
C 0.41 -0.35 1.35
H 1.60 0.11 0.80
H -1.36 0.29 0.71

LUMO energy (alpha / beta) in eV: 0.89 / -2.27
Spin multiplicity: 3
Kohn-Sham gap (alpha / beta) in Ha: 0.2320 / 0.2901
Relative energy (zero: lowest compared OMol25 entry of this formula, charge and spin) in kJ/mol: 223.8
E_tot in hartree: -680.10743
⟨S²⟩: 2.006
Total charge: 0